No. 1
A structure of composition C2H4HgLiO. Source: OMol25; level of theory: ωB97M-V/def2-TZVPD.

Computed properties:
- ⟨S²⟩ = 0.7649
- HOMO level (spin up / spin down) (eV) = -7.5061 / -7.4991
- HOMO-LUMO gap (spin up / spin down) (eV) = 6.96 / 5.59

Geometry as ORCA input:
```
! RIJCOSX wB97M-V def2-TZVPD def2/J DEFGRID3
* xyz 0 2
C -0.123 0.159 0.845
H -2.188 0.363 0.358
H -0.174 1.017 1.514
H -1.155 -0.452 -0.927
Li 2.407 0.484 -1.483
C -1.309 -0.214 0.115
H 1.645 1.908 -0.894
O 0.845 -0.613 0.791
Hg 0.052 -2.653 -0.319
*
```

No. 2
A structure of composition C6H14FeO3Se3Te. Source: OMol25; level of theory: ωB97M-V/def2-TZVPD.

Computed properties:
- ⟨S²⟩ = 6.0975
- HOMO level (spin up / spin down) (eV) = -7.0845 / -7.0759
- HOMO-LUMO gap (spin up / spin down) (eV) = 6.34 / 6.68

Geometry as ORCA input:
```
! RIJCOSX wB97M-V def2-TZVPD def2/J DEFGRID3
* xyz 0 5
H -1.994 0.938 2.793
C 1.838 -0.385 -1.224
H -2.193 -0.639 -2.896
H -1.526 1.008 -2.976
H 1.244 0.280 -3.153
H 1.261 -1.357 2.387
C -1.293 -0.054 -3.058
Se -2.702 -2.317 -0.576
Te -3.346 0.328 0.190
O -0.400 -0.197 2.229
Se -1.463 1.922 -0.129
O -0.351 -0.436 -2.050
H 2.756 0.314 1.232
H -0.865 -0.286 -4.035
H 2.775 0.173 -1.159
Fe -1.076 -0.748 0.080
C 0.862 0.300 -2.127
H -0.462 1.821 2.744
Se -0.704 -3.088 0.376
H 2.045 -1.385 -1.604
C -0.933 0.874 3.009
H 1.304 1.320 0.936
H -0.777 0.646 4.066
C 1.668 0.305 1.123
C 1.019 -0.296 2.335
O 1.272 -0.568 0.072
H 1.363 0.191 3.251
H 0.678 1.337 -1.836
*
```

No. 3
A cluster of 2 separate species, C4H10N3O2 in total. Source: OMol25; level of theory: ωB97M-V/def2-TZVPD.

Computed properties:
- HOMO level (eV) = -14.5511
- HOMO-LUMO gap (eV) = 9.14

Geometry as ORCA input:
```
! RIJCOSX wB97M-V def2-TZVPD def2/J DEFGRID3
* xyz 1 1
C -2.855 0.680 -0.383
N -0.048 -3.304 -0.225
C 2.913 0.203 -0.374
H -1.894 1.082 -0.660
H 2.467 1.037 1.597
N 1.216 -1.365 0.159
O -1.702 -1.372 -0.428
N 0.645 -2.339 -0.178
H 4.233 0.693 1.212
H 3.076 -0.717 1.695
H -1.029 -2.977 -0.277
H -3.596 1.025 -1.015
H -3.031 1.202 0.682
C 3.194 0.279 1.100
H -3.707 -1.252 -0.322
C -2.770 -0.766 -0.411
H 2.762 1.086 -0.790
H 3.583 -0.438 -0.793
O 1.649 -0.414 -0.685
*
```

Which relative energy (zero: lowest compared OMol25 entry of this formula, charge and spin) belongs to each record? In order, 34.45; 0.00; 164.50 kcal/mol.
Which largest force on an atom belongs to each record? In order, 0.04287; 0.03537; 0.10150 hartree/bohr.